{"formula": "C5H10O", "method": "wB97M-V/def2-TZVPD", "lumo_ev": 0.932, "spin_multiplicity": 1, "relative_energy_ev": 3.677, "orbital_gap_ev": 8.844, "energy_ev": -7391.08806, "symbols": ["C", "C", "C", "C", "O", "C", "H", "H", "H", "H", "H", "H", "H", "H", "H", "H"], "coordinates": [[-1.452199, 0.704145, -0.855142], [-0.620546, -0.086446, 0.113994], [-1.222618, -0.347018, 1.473041], [1.468317, -0.223151, 0.481971], [0.598034, 0.751967, 0.204561], [2.499030, -0.250450, -0.583984], [-0.863173, 0.890720, -1.758903], [-1.710748, 1.662549, -0.400218], [-2.352391, 0.146046, -1.114565], [-0.368164, -1.048907, -0.368065], [-1.234199, 0.589347, 2.034323], [-0.640578, -1.085364, 2.031480], [-2.248776, -0.706933, 1.350752], [3.408973, -0.689975, -0.185545], [2.086341, -0.993344, -1.296346], [2.652690, 0.686807, -1.127350]], "atomic_forces_ev_per_a": [[-0.3, 0.1, -0.1], [-0.6, 0.1, -0.1], [-0.1, 0.1, 0.1], [0.7, -0.2, -0.1], [-0.1, -1.2, -0.2], [0.4, 0.1, 0.2], [-0.2, 0.0, 0.1], [-0.1, 0.0, -0.1], [-0.1, 0.1, 0.0], [0.0, 0.4, 0.2], [-0.1, -0.1, 0.0], [-0.1, 0.2, -0.1], [0.1, 0.0, 0.1], [0.2, 0.0, -0.2], [0.0, 0.2, 0.3], [0.1, 0.0, 0.0]]}